Computed, not measured: a molecular structure, C47H105F6N3NiO19 in a non-equilibrium geometry, with ωB97M-V with the def2-TZVPD basis set.

```
181
C47H105F6N3NiO19 | the Open Molecules 2025 dataset | ωB97M-V with the def2-TZVPD basis set
H 1.652 -7.165 -0.633
F 4.192 3.497 -1.076
H -3.872 1.470 3.726
H 5.495 -4.863 2.782
C -0.646 -0.479 3.341
C -2.036 -0.770 7.391
H 4.330 -2.890 -0.322
C -3.278 1.623 -7.090
C -0.690 4.462 -3.497
N -0.335 -5.495 -2.867
H -3.716 3.288 1.388
H -3.889 0.573 -8.996
H -6.589 -1.330 0.257
O 2.122 4.317 1.359
H -2.001 -7.208 -0.992
H -4.605 -0.839 8.187
H -4.923 2.205 5.889
O -0.731 4.197 -4.860
C -0.163 -5.151 -0.436
H -0.194 2.165 -7.619
C -2.003 3.358 0.100
H -0.967 5.490 -3.263
F 4.897 2.195 0.497
H -4.689 -0.068 3.982
O 3.997 5.396 0.974
H -2.297 -4.906 -0.223
O -4.281 -1.582 7.673
H -0.284 0.521 -4.063
H -2.301 2.652 -0.675
C -1.235 -3.678 -4.273
H 2.780 -3.374 1.974
O -0.757 2.520 5.663
C -1.966 -0.070 -8.505
H -1.071 -8.107 -2.236
H -1.391 -3.558 0.371
C -4.315 -0.391 0.684
H -0.203 -0.821 -7.486
O -5.306 0.573 0.799
C -1.432 -4.280 -0.445
H 5.811 5.515 0.173
C -0.361 0.113 -1.189
H -2.509 -3.050 -1.751
H 0.382 4.136 -1.791
O -2.111 3.966 2.593
H -2.687 -1.685 9.141
O -5.843 1.507 3.430
H -0.985 -1.046 7.298
Ni -0.006 3.964 2.299
C 0.623 4.112 -2.854
C 5.936 -3.886 2.588
H -6.188 2.240 3.946
H -2.908 4.287 3.022
F -1.812 0.065 3.762
H -5.621 0.528 1.705
H -0.634 -8.113 -0.514
H 8.092 -0.553 1.597
C -0.391 4.862 5.417
H 4.944 0.552 3.046
F -0.884 -1.561 2.543
N -2.359 1.152 -5.942
H 0.182 -1.342 0.227
H 0.800 3.037 -2.872
C 7.514 -0.115 2.410
H -1.901 -1.017 -9.040
C -1.459 -4.632 -3.027
H -3.996 0.841 6.180
O -2.086 0.524 7.962
H -0.329 4.983 -5.238
H -4.095 -2.310 -0.528
C 5.359 5.699 1.148
C 4.886 -3.509 0.383
H 1.550 -7.397 -2.300
C 5.418 -0.151 3.731
H 2.090 -5.843 -1.879
H -3.358 0.058 0.418
H 4.622 -0.775 4.134
H -1.343 0.593 -9.105
H -0.383 3.774 7.194
H -2.777 -6.097 -3.954
C 6.274 -3.396 4.001
C -4.818 -1.518 -0.331
H 0.956 5.654 4.206
C -2.913 -1.742 8.077
H -1.472 4.881 5.277
H -1.660 -1.423 -6.827
C -1.214 -0.510 -7.223
F 0.123 -0.949 4.360
H -0.230 -3.260 -4.226
N 5.737 -1.632 1.691
C 0.064 1.529 -6.771
O -6.132 0.557 6.044
H -2.049 2.707 -4.941
H -6.049 0.556 7.001
C 4.956 -2.883 1.812
H -5.044 0.900 -5.923
H 5.401 7.781 0.346
C -2.788 -5.338 -3.172
C -0.091 -6.224 -1.598
H -0.082 5.659 6.093
C -1.007 -7.500 -1.333
H 0.975 3.481 6.046
C 1.406 -6.623 -1.546
H 7.426 -1.693 4.826
O 5.357 -0.730 0.700
H -4.288 -0.637 1.746
H 1.948 4.544 -4.110
H -0.617 -6.882 -4.101
H -1.384 3.729 -3.087
C -2.943 2.946 -7.812
H -0.073 -5.627 0.541
H -2.694 3.778 -7.153
O -0.126 0.627 1.055
C 5.460 7.233 1.286
H -1.416 0.263 -0.960
H -5.514 1.946 -7.275
C 0.262 0.539 2.461
H 5.878 -3.702 -0.026
O 0.036 -6.187 -3.987
H 7.093 0.721 1.851
H -0.183 2.186 4.970
H -1.947 -2.853 -4.238
F 2.917 2.161 -0.237
H 6.370 7.642 1.724
H 3.471 -2.464 3.398
H 4.322 -4.426 0.552
C 3.874 2.997 0.073
H -1.185 -4.165 -5.247
H 0.472 -0.598 -5.095
H 4.460 -0.519 0.967
H 5.853 0.412 4.557
H 5.424 -3.156 4.639
C 7.147 -2.082 3.847
C 6.399 -1.024 2.909
C -2.636 3.173 1.481
H 1.329 0.323 2.413
H 6.877 -4.123 4.545
C -3.305 0.397 -8.093
H -3.740 3.363 -8.427
H 4.669 7.735 1.844
H 0.379 2.167 -5.946
H 3.125 -1.630 1.981
H -3.563 -4.622 -3.445
H 0.936 0.974 -7.116
O -0.653 3.239 0.297
C -4.770 1.008 4.136
O -6.026 -2.096 0.122
H -2.194 4.316 -0.384
H -4.750 2.523 -5.871
H 1.478 -0.219 -0.057
C -4.708 1.699 -6.584
H -0.274 -0.699 -1.911
C -1.021 0.597 -6.250
H -3.719 -0.444 -7.538
H -2.448 2.142 1.781
H 8.059 -2.368 3.324
H 5.920 5.306 1.995
H -2.652 -2.707 7.644
H -3.123 -5.827 -2.258
C -4.898 1.143 5.647
H -1.081 -0.936 -4.458
H -0.111 1.100 -1.578
H 3.928 3.756 2.142
C 3.499 4.015 1.174
H -2.115 2.711 -8.480
C -0.497 -0.133 -4.908
H -5.154 -1.111 -1.284
O -2.529 1.882 -4.841
H 6.825 -4.002 1.967
O 0.338 4.921 4.166
O 0.334 1.934 2.839
C 0.403 -0.281 0.110
H 8.173 0.339 3.151
C -1.565 -3.595 -1.777
O 1.719 4.958 -3.274
C 3.473 -2.606 2.317
H -1.668 1.087 7.306
H -0.377 2.320 0.260
H -0.827 -2.795 -1.851
H -2.343 -0.600 6.360
C -0.098 3.643 6.150
H 0.756 -4.568 -0.508
```

As for the spin multiplicity: 3. The value obtained for the LUMO energy (spin up / spin down) is -0.018 / -0.039 Ha. Its expectation value of S² is 2.0042. The HOMO energy (spin up / spin down) comes out at -7.82 / -7.82 eV.

Computed, not measured: 10 unconnected molecules or ions with the total composition C47H119N11O10 in a non-equilibrium geometry, with ωB97M-V with the def2-TZVPD basis set.

```
187
C47H119N11O10 | the Open Molecules 2025 dataset | ωB97M-V with the def2-TZVPD basis set
O -4.100 -0.309 -0.892
C 4.634 2.634 -0.313
N 0.365 1.280 -7.194
C -5.573 1.673 4.444
C -1.411 -3.456 -1.044
C 1.670 3.679 4.619
H 1.219 2.661 -5.261
H 3.228 -3.033 -7.584
H 4.097 3.526 0.053
H 0.615 1.643 -1.534
H -1.460 -6.324 1.035
C 1.765 -2.278 8.225
H 5.046 -2.372 -2.797
H -2.051 -2.598 -0.831
H 4.206 1.855 0.345
H -1.640 -2.899 1.327
H 3.568 -0.188 1.735
N -5.015 -2.240 -3.845
H -0.496 2.033 -10.328
H -1.918 0.377 -0.639
H 0.717 2.780 -9.232
C -4.808 0.474 5.006
H -1.948 6.475 -3.008
H -0.153 -4.603 3.730
H -5.003 -0.861 6.767
N -1.210 0.491 0.073
O -1.562 -4.449 -0.052
H 0.494 -0.991 -5.883
C -0.741 -0.332 -8.825
C -1.023 0.277 5.305
N -3.408 0.818 5.297
H 1.249 -2.169 10.296
C -1.415 1.890 -5.661
H -2.339 -1.419 3.967
H -1.635 2.766 4.401
H 0.778 -0.461 1.634
H -0.311 -0.298 4.708
H 0.968 1.187 -10.066
O 2.215 -0.740 0.145
H -2.865 0.666 -6.717
H 2.407 4.448 6.400
H -6.522 1.369 3.984
H 0.726 3.562 -2.343
H 7.381 3.045 1.373
H -2.439 1.683 -8.948
N -1.404 -6.271 2.054
H -0.044 -0.675 -9.598
H 3.541 2.653 4.450
H 1.628 5.581 5.526
H 2.616 4.259 2.733
H -4.468 -2.636 -4.601
C 3.381 -3.416 -3.421
C -0.421 1.125 -8.402
H -1.187 1.802 2.906
H 1.002 3.511 2.600
H -4.012 0.515 2.406
H -2.822 2.328 3.203
H -5.399 1.015 0.066
H 4.456 4.294 -2.582
C -4.163 -1.800 -2.725
H -5.759 -1.374 -1.332
H -3.625 1.304 0.237
H 2.395 -0.127 5.405
H 1.461 -0.573 7.204
H 4.303 -3.154 -1.626
C -2.454 -0.458 3.447
H 1.497 -4.122 7.143
O 2.554 -3.279 -5.624
C -1.736 1.875 -8.127
H 6.000 1.122 -2.239
H 5.749 2.753 1.997
H -0.838 6.516 -1.620
H 3.556 -0.026 4.128
H 4.548 -2.899 -5.147
H 2.004 -1.803 -2.846
H -5.835 -0.849 3.537
H -0.495 1.136 5.721
C 0.917 1.685 -4.874
H -2.152 -0.995 -2.478
C 6.325 3.218 1.183
H 2.720 -1.530 -6.787
H 2.853 -2.351 8.302
H 1.459 0.193 -2.064
H 6.084 4.286 1.251
H 3.001 -1.906 1.607
C -4.960 -0.851 -1.869
H -1.352 -0.399 6.099
H 3.233 -4.493 -3.532
N 2.212 4.760 5.457
H -0.161 -3.824 1.300
H 1.320 0.996 0.919
H 0.114 -3.140 9.376
C 1.350 -3.041 6.989
H 0.640 3.448 4.920
H 1.814 1.065 -4.839
O 1.693 0.806 -7.392
H 3.348 -1.674 -4.557
H -0.227 -1.133 -0.702
C 1.100 -0.056 0.662
H -0.254 0.442 -2.468
C 2.537 2.477 4.850
C 1.628 4.185 3.193
H 1.173 5.173 3.107
N 4.595 -3.262 -2.592
C -2.882 -1.130 -3.282
C -4.421 0.967 -0.421
C 2.492 0.127 4.340
H 1.814 -0.545 3.819
O 1.976 1.406 4.107
H -5.809 2.443 5.175
C 0.503 0.565 -1.691
C 2.056 -3.480 4.751
C -0.117 1.083 -5.833
C 3.251 -0.987 1.062
C -1.261 -3.926 1.227
H 4.563 0.972 -3.331
H -6.527 -0.146 6.155
H -1.085 1.436 0.408
H -4.406 1.664 -1.271
N -1.261 6.062 -2.408
C 3.529 -2.735 -4.775
H 1.733 -3.772 9.818
H -5.429 0.824 7.044
H -2.474 -1.736 -4.085
C -2.405 1.660 -6.799
H -5.416 -1.409 -4.276
C -3.870 -0.462 2.877
H -0.668 -1.075 -8.036
C 4.377 2.387 -1.779
H -0.396 -6.319 2.206
H -4.595 -1.618 4.511
C -5.455 0.015 6.306
H 0.282 -2.874 6.779
H -1.251 -0.781 -5.898
N 5.004 3.439 -2.628
H -1.162 2.950 -5.675
H -3.973 -1.226 2.106
H 0.469 1.780 -3.886
H 3.330 2.565 -2.039
H 2.527 2.159 5.899
N 1.355 -0.865 8.176
O 2.094 -2.615 5.876
H 1.492 -2.681 -7.224
C 2.520 -2.603 -6.870
O -0.809 4.529 -4.028
C -2.231 0.666 4.440
H -0.479 -0.472 -4.393
H 0.350 -0.773 8.305
H -2.867 -4.758 2.303
H -3.012 1.606 6.944
H 0.811 4.995 -1.368
N 0.344 4.447 -2.067
H -5.074 2.118 3.580
C 4.917 1.052 -2.304
H -3.871 -2.707 -2.195
H -1.632 -3.940 -1.995
H -1.644 -5.148 4.475
C -1.246 -4.512 3.687
H -3.158 -0.115 -3.584
H -1.834 1.533 -4.718
H 5.895 3.732 -2.234
C -4.865 -0.683 4.009
O 6.021 2.687 -0.068
H -1.704 -0.335 -9.337
C 2.127 -2.885 -2.732
C -1.777 -4.845 2.312
H 4.501 0.192 -1.774
H -1.779 -0.461 2.589
H -5.406 -0.092 -2.528
H -3.256 2.336 -6.679
H 2.057 -3.190 -1.688
H 2.219 1.611 -7.348
C -1.910 1.982 3.702
H 1.042 -3.568 4.344
H -1.536 2.943 -8.295
C -0.318 -0.396 -5.471
H 1.238 -3.252 -3.260
C 1.173 -2.897 9.487
H -1.419 -3.473 3.999
H 2.435 -4.455 5.069
C -0.594 4.976 -2.919
H 4.142 -1.216 0.469
H 2.692 -2.996 4.014
H -0.361 -3.141 -1.136
C 0.264 1.849 -9.563
O -3.326 1.975 6.111
C 0.041 -0.117 -0.395
```

The value obtained for the LUMO energy is 0.004 Ha. The HOMO energy comes out at -8.04 eV.